73
Properties=species:S:1:pos:R:3 method="wB97M-V/def2-TZVPD" homo_ev=-12.651 total_energy_ha=-4477.56032 e_above_lowest_kcal_mol=0.0 orbital_gap_ha=0.2529 spin_multiplicity=1 total_charge=+1 max_force_ev_per_a=5.0
K 3.391 0.676 -4.202
O 5.536 0.170 1.151
V 5.183 -0.276 -0.348
O 5.128 -1.792 -0.385
C 1.260 -0.560 0.573
C 2.051 -0.667 -0.681
C 1.179 -0.856 -1.927
O 3.092 0.200 -0.881
H 0.376 0.066 0.453
H 1.845 -0.449 1.486
H 0.714 -1.499 0.670
H 2.508 -1.648 -0.548
H 1.762 -0.980 -2.839
H 0.476 -0.037 -2.085
H 0.626 -1.784 -1.784
C 2.758 3.908 -1.802
O 2.181 2.741 -2.342
H 1.932 4.568 -1.537
H 3.321 3.827 -0.872
H 3.308 4.510 -2.525
H 2.132 2.045 -1.683
O -1.769 1.943 -5.549
S -1.191 0.689 -5.030
O 0.278 0.467 -4.916
O -1.857 0.521 -3.457
C -1.822 1.665 -2.634
C -2.732 1.358 -1.393
C -2.016 -0.736 -5.825
H -2.340 2.488 -3.126
H -0.765 1.848 -2.440
H -2.831 2.319 -0.889
H -2.328 0.515 -0.833
H -3.776 1.191 -1.661
H -1.438 -1.619 -5.552
H -2.148 -0.464 -6.872
H -3.034 -0.885 -5.467
O -5.291 -4.689 0.198
S -4.641 -4.913 -1.068
O -5.310 -5.662 -2.115
O -4.055 -3.430 -1.689
C -3.456 -2.517 -0.868
C -1.987 -2.374 -1.231
C -3.008 -5.802 -0.743
H -3.403 -2.814 0.179
H -4.092 -1.633 -0.829
H -1.355 -3.261 -1.283
H -1.688 -1.633 -0.490
H -1.927 -1.851 -2.186
H -2.969 -6.877 -0.915
H -2.720 -5.636 0.296
H -2.331 -5.276 -1.416
O 3.572 4.607 3.618
S 3.391 3.150 3.444
O 4.437 2.184 3.787
O 2.020 2.566 4.146
C 1.732 3.047 5.422
C 0.372 2.481 5.800
C 2.801 2.819 1.602
H 1.872 4.120 5.285
H 2.470 2.640 6.113
H 0.534 1.494 6.234
H -0.125 2.606 4.839
H 0.098 3.197 6.575
H 1.966 2.140 1.773
H 3.637 2.247 1.199
H 2.419 3.691 1.070
C -0.324 -1.112 3.820
N -0.804 -1.196 5.205
O -0.006 -1.186 6.159
O -2.037 -1.137 5.337
H 0.726 -0.827 3.879
H -1.053 -0.538 3.247
H -0.457 -2.090 3.357


34
Properties=species:S:1:pos:R:3 method="wB97M-V/def2-TZVPD" homo_ev="-11.243 / -11.243" total_energy_ha=-8789.45434 e_above_lowest_kcal_mol=15.0 orbital_gap_ha="0.2196 / 0.2200" spin_multiplicity=1 total_charge=+1 max_force_ev_per_a=1.2
Mo -0.089 -2.546 0.105
Se 1.620 -2.212 -1.679
Se 2.898 -1.253 0.010
Te 2.351 -2.232 2.345
Se -0.151 -2.208 2.602
C -1.994 -2.563 -0.270
H -2.578 -1.654 -0.119
H -2.615 -3.374 -0.636
C 3.019 2.786 1.549
C 1.734 2.030 1.883
C 0.889 1.864 0.628
S -0.532 0.758 0.909
O -0.194 -0.486 0.059
C -1.807 1.641 -0.035
C -1.529 1.834 -1.528
C -2.020 0.667 -2.387
H 3.612 2.945 2.447
H 2.797 3.760 1.110
H 3.625 2.224 0.836
H 1.170 2.577 2.641
H 1.980 1.052 2.303
H 1.459 1.391 -0.170
H 0.506 2.824 0.282
H -1.901 2.584 0.508
H -2.727 1.074 0.120
H -0.465 1.988 -1.710
H -2.043 2.744 -1.839
H -1.498 -0.254 -2.136
H -1.847 0.882 -3.441
H -3.091 0.508 -2.251
Cl 0.879 -4.785 0.586
C -0.329 -4.563 -0.666
H -1.208 -5.155 -0.432
H 0.077 -4.849 -1.629


78
Properties=species:S:1:pos:R:3 method="wB97M-V/def2-TZVPD" homo_ev="-5.955 / -6.810" total_energy_ha=-3623.15058 e_above_lowest_kcal_mol=21.0 orbital_gap_ha="0.1921 / 0.2193" spin_multiplicity=6 total_charge=0 max_force_ev_per_a=1.4 s_squared=8.77
Mn -0.036 0.012 0.091
C -0.240 0.523 4.388
C -0.765 -0.698 4.815
C -1.097 -1.649 3.882
C -0.936 -1.370 2.522
N -0.366 -0.238 2.134
C -0.028 0.690 3.050
C -1.411 -2.248 1.441
C -2.153 -3.406 1.671
C -2.600 -4.147 0.605
C -2.308 -3.731 -0.693
C -1.566 -2.592 -0.841
N -1.114 -1.865 0.201
H 0.016 1.315 5.079
H -0.906 -0.899 5.870
H -1.497 -2.603 4.200
H 0.417 1.588 2.657
H -2.389 -3.713 2.681
H -3.183 -5.044 0.777
H -2.638 -4.284 -1.561
H -1.280 -2.223 -1.818
C -0.673 0.300 -4.185
C -0.741 0.764 -2.756
O -0.132 0.049 -1.938
C -1.454 1.959 -2.388
C -2.013 2.748 -3.437
C -2.704 3.891 -3.191
C -2.873 4.291 -1.837
C -2.368 3.565 -0.805
C -1.631 2.356 -1.028
O -1.199 1.708 -0.006
H -0.074 -0.604 -4.227
H -0.216 1.060 -4.822
H -1.676 0.103 -4.571
H -1.873 2.433 -4.464
H -3.112 4.480 -4.001
H -3.422 5.202 -1.621
H -2.502 3.871 0.225
C 5.143 -1.667 1.489
Si 3.296 -1.507 1.594
C 2.909 -1.152 3.371
C 2.527 -3.150 1.176
Si 2.444 0.038 0.179
Si 3.197 -0.494 -1.921
C 5.025 -0.770 -2.087
C 2.786 0.853 -3.147
C 2.375 -2.073 -2.470
Si 3.275 2.093 0.607
C 2.520 3.300 -0.586
C 5.120 2.124 0.394
C 2.927 2.740 2.317
H 5.487 -2.408 2.225
H 5.628 -0.712 1.718
H 5.481 -1.986 0.505
H 3.493 -1.841 3.995
H 1.851 -1.307 3.593
H 3.167 -0.127 3.658
H 2.723 -3.878 1.975
H 2.918 -3.555 0.238
H 1.442 -3.048 1.066
H 5.602 0.126 -1.849
H 5.223 -1.035 -3.136
H 5.391 -1.582 -1.460
H 3.587 1.601 -3.162
H 1.858 1.378 -2.919
H 2.709 0.421 -4.154
H 2.808 -2.934 -1.948
H 2.518 -2.225 -3.549
H 1.304 -2.057 -2.255
H 2.896 3.161 -1.602
H 2.740 4.330 -0.274
H 1.430 3.180 -0.612
H 5.416 1.878 -0.629
H 5.602 1.405 1.065
H 5.504 3.126 0.632
H 1.909 3.136 2.400
H 3.621 3.568 2.506
H 3.073 1.988 3.100


68
Properties=species:S:1:pos:R:3 method="wB97M-V/def2-TZVPD" homo_ev=-7.499 total_energy_ha=-1741.96617 e_above_lowest_kcal_mol=3.7 orbital_gap_ha=0.2919 smiles="CCOc1ccc2nc(N3CCC(C(=O)N4CCN(C5CCCCC5)CC4)CC3)sc2c1" spin_multiplicity=1 total_charge=0 max_force_ev_per_a=1.0
C 4.810 -2.677 -5.446
C 5.044 -1.468 -4.544
O 5.356 -1.830 -3.216
C 4.374 -2.281 -2.385
C 3.016 -2.291 -2.681
C 2.145 -2.761 -1.715
C 2.582 -3.226 -0.461
C 3.945 -3.205 -0.182
C 4.819 -2.738 -1.136
H 5.880 -2.711 -0.946
H 4.296 -3.557 0.774
N 1.592 -3.656 0.376
C 0.429 -3.565 -0.157
N -0.714 -3.993 0.413
C -1.996 -3.520 -0.057
H -2.746 -4.269 0.214
C -2.331 -2.175 0.593
H -1.619 -1.434 0.230
H -3.331 -1.857 0.293
C -2.280 -2.323 2.120
C -2.670 -1.048 2.873
O -3.698 -1.055 3.531
N -1.876 0.046 2.841
C -0.720 0.334 2.028
H -0.353 -0.546 1.509
C -1.064 1.433 1.014
N -1.457 2.624 1.736
C -2.641 2.343 2.525
H -2.935 3.247 3.061
C -2.319 1.242 3.535
H -3.201 0.988 4.122
H -1.515 1.579 4.197
H -3.491 2.012 1.903
C -1.521 3.857 0.962
C -0.116 4.349 0.605
C -0.193 5.735 -0.028
C -1.064 5.702 -1.280
C -2.460 5.181 -0.948
C -2.378 3.797 -0.311
H -1.932 3.099 -1.022
H -3.382 3.442 -0.068
H -3.065 5.135 -1.856
H -2.948 5.870 -0.256
H -0.603 5.049 -2.025
H -1.135 6.702 -1.712
H 0.811 6.082 -0.283
H -0.617 6.440 0.691
H 0.355 3.664 -0.103
H 0.495 4.374 1.508
H -1.966 4.601 1.634
H -0.183 1.647 0.410
H -1.869 1.062 0.353
H 0.074 0.707 2.686
H -3.077 -3.028 2.391
C -0.963 -2.943 2.606
H -0.114 -2.278 2.451
C -0.694 -4.242 1.842
H -1.467 -4.984 2.061
H 0.284 -4.647 2.102
H -1.035 -3.151 3.674
H -1.973 -3.429 -1.145
S 0.408 -2.884 -1.818
H 2.624 -1.946 -3.624
H 4.182 -0.789 -4.570
H 5.924 -0.915 -4.886
H 3.956 -3.257 -5.105
H 4.628 -2.345 -6.465
H 5.687 -3.319 -5.434


9
Properties=species:S:1:pos:R:3 method="wB97M-V/def2-TZVPD" homo_ev="-7.449 / -8.342" total_energy_ha=-892.10442 e_above_lowest_kcal_mol=67.7 orbital_gap_ha="0.2424 / 0.3061" spin_multiplicity=1 total_charge=0 max_force_ev_per_a=3.2
C -1.134 -1.231 -0.026
N 1.196 0.978 -0.113
S -1.401 0.309 -0.556
S 1.888 -0.583 0.008
H -0.619 -1.308 0.899
H -1.064 -2.033 -0.736
H 1.240 1.351 0.829
H 1.658 1.559 -0.780
H -1.764 0.957 0.475


21
Properties=species:S:1:pos:R:3 method="wB97M-V/def2-TZVPD" homo_ev=-7.753 total_energy_ha=-308.16483 e_above_lowest_kcal_mol=162.0 orbital_gap_ha=0.2664 spin_multiplicity=1 total_charge=0 max_force_ev_per_a=5.0
C -0.975 0.547 0.669
N -1.688 0.342 -0.589
C -2.375 -0.659 0.027
C -0.118 -0.617 1.355
C 0.731 -1.292 0.215
C 1.339 -0.378 -0.861
N 2.218 0.601 -0.367
H -1.694 1.141 1.318
H -0.027 1.159 0.358
H -0.819 3.041 -2.211
H -2.189 -1.748 0.091
H -0.078 2.791 -2.226
H -3.340 -0.434 0.411
H -0.719 -1.421 1.897
H 0.701 -0.295 2.073
H 0.054 -1.877 -0.301
H 1.560 -1.864 0.729
H 1.929 -0.991 -1.538
H 0.543 0.295 -1.442
H 3.092 0.311 0.045
H 1.855 1.347 0.349